{
  "formula": "C6H9ClN2",
  "method": "the ωB97M-V functional and the def2-TZVPD basis",
  "total_charge": 0,
  "de_lowest_kcal_mol": 112.75,
  "orbital_gap_ev": 9.311,
  "smiles": "CC1=CCC1.ClC1=NN1",
  "multiplicity": 1,
  "species": ["C", "C", "N", "H", "H", "N", "C", "Cl", "H", "C", "C", "H", "C", "H", "H", "H", "H", "H"],
  "xyz": [[-0.13872, -0.28369, -0.63436], [0.67978, 1.92642, 0.69074], [3.00841, -1.81337, -0.32530], [-1.59443, 0.03068, 2.15954], [0.01691, 2.82836, 0.83342], [4.49035, -1.77739, 0.22345], [3.84308, -0.73556, -0.05212], [3.83434, 0.91652, -0.19416], [1.23035, 1.95056, 1.70418], [-0.94442, -0.15891, 1.30428], [-0.10299, 0.60437, 0.60927], [-2.22090, -1.53744, -0.03353], [-1.16627, -1.12703, 0.20149], [1.48625, 1.93662, -0.14541], [0.73810, -0.99514, -0.83096], [3.10642, -2.28596, -1.27263], [-0.50845, -2.03886, 0.41205], [-0.49559, 0.16583, -1.55089]],
  "forces_ev_per_angstrom": [[0.071, -1.352, 0.169], [0.883, -0.535, 1.723], [-0.998, -1.560, -0.887], [0.693, -0.173, 0.241], [0.632, -0.853, -1.004], [0.063, 1.972, 0.622], [0.997, -2.191, -0.799], [0.340, 0.125, 0.116], [-0.413, -0.181, -1.503], [-1.542, 1.266, 0.143], [1.299, 1.184, -1.212], [1.696, 1.210, -0.144], [0.525, -3.149, 0.260], [-1.888, 0.521, 1.438], [-0.776, 1.538, 0.057], [-0.130, 1.508, 0.935], [-1.381, 0.459, 0.010], [-0.072, 0.212, -0.165]],
  "nbo_charge": [-0.4333, -0.6705, -0.5167, 0.2032, 0.2353, -0.2097, 0.2551, 0.1316, 0.2224, -0.2095, 0.0178, 0.2175, -0.4260, 0.2222, 0.2091, 0.3458, 0.1960, 0.2095]
}